(1)
{
  "formula": "C19H53N4O16SZn",
  "method": "the ωB97M-V functional and the def2-TZVPD basis",
  "total_charge": 2,
  "gap_ev": [8.09, 3.43],
  "energy_ev": -118520.68964,
  "spin_multiplicity": 2,
  "mol_weight_g_mol": 691.10,
  "species": ["O", "C", "H", "C", "H", "H", "O", "O", "H", "H", "S", "O", "O", "H", "H", "H", "H", "N", "H", "H", "H", "N", "H", "H", "H", "H", "H", "C", "H", "O", "H", "H", "O", "C", "O", "H", "H", "H", "H", "N", "H", "C", "H", "H", "H", "H", "H", "O", "H", "H", "C", "O", "O", "H", "H", "H", "H", "N", "H", "H", "H", "C", "H", "H", "H", "O", "C", "H", "C", "C", "C", "O", "C", "O", "C", "H", "H", "O", "H", "C", "C", "H", "H", "C", "C", "O", "C", "Zn", "H", "H", "H", "H", "C", "H"],
  "coordinates": [[0.345, 0.927, 0.670], [-2.202, 1.271, 2.947], [-2.746, 2.122, 0.321], [-4.586, 0.519, 2.635], [0.177, -3.532, 2.726], [-3.536, 3.701, 2.133], [-0.281, -0.382, -3.852], [-0.873, 2.857, 1.798], [3.371, -1.013, -4.624], [-2.742, 0.423, 0.531], [0.398, -0.283, -0.142], [1.072, -1.705, 2.930], [-0.298, -0.043, -1.386], [-1.917, 2.529, -2.144], [2.642, -2.061, 2.182], [5.010, -3.763, 0.021], [-0.369, -2.863, 0.129], [3.957, -0.878, -3.812], [-2.431, 0.894, 3.944], [4.932, 3.402, 1.546], [4.667, -1.566, -3.607], [-3.553, 1.513, 2.194], [2.172, -4.034, 1.153], [-4.210, -0.493, 2.482], [-1.798, 1.735, -4.228], [-4.709, 0.624, 3.713], [-4.442, 3.013, 3.580], [-1.070, -2.215, 3.812], [-1.690, -2.865, 4.429], [3.948, 0.180, -1.872], [5.891, 2.082, 2.018], [-2.499, -3.750, 0.214], [-1.848, -2.096, 2.634], [-1.210, 2.425, 3.070], [1.773, -0.600, -0.435], [1.728, 4.140, -2.468], [-1.606, -1.220, -1.252], [3.580, -4.845, -0.371], [-2.040, -1.332, -4.334], [-1.037, 2.750, -1.700], [2.045, 0.595, -4.374], [-1.567, -0.370, -4.532], [-0.430, 2.119, 1.372], [-4.299, 1.396, 0.203], [1.766, 1.760, 1.242], [-0.296, 2.091, 3.561], [-0.350, -0.272, -2.900], [3.505, -2.965, -1.203], [2.416, 3.080, 2.215], [1.963, 1.436, -2.948], [-0.399, 3.842, -2.078], [-0.833, 4.501, -3.027], [-3.748, 0.860, -4.414], [3.129, 1.946, -4.271], [-5.031, 2.780, 1.938], [-4.034, -0.046, -4.277], [-1.308, -1.826, 1.888], [2.545, 2.237, 1.674], [4.685, 2.647, 3.134], [-5.543, 0.844, 2.227], [1.275, 3.378, -0.944], [-2.364, 0.835, -3.984], [-2.304, 0.748, -2.899], [-1.706, 0.428, 2.465], [0.670, -1.540, 2.074], [-0.218, -1.339, 0.663], [-1.776, -3.900, -0.587], [-1.674, 3.259, 3.598], [3.936, -3.840, -0.149], [2.702, 1.130, -3.688], [0.328, -2.764, 3.486], [-0.450, -3.777, -0.153], [3.177, -3.612, 1.124], [3.093, -2.217, 1.349], [-3.347, 1.308, 0.727], [0.684, -3.141, 4.444], [-2.869, -3.576, -2.402], [3.865, 0.621, 0.940], [-0.589, 1.969, -1.242], [-4.131, 2.885, 2.543], [3.722, 1.729, 1.449], [-1.818, -4.959, -0.840], [-1.091, -1.395, 4.530], [-2.087, -3.082, -1.826], [1.025, 4.181, -1.637], [-2.411, -1.743, -1.254], [3.635, 0.143, -3.046], [3.592, -1.045, -0.309], [-1.390, -0.273, -5.603], [3.763, -4.079, 1.915], [-1.269, -2.922, -2.527], [1.155, 5.196, -1.262], [4.868, 2.452, 2.077], [3.818, -3.287, -2.052]]
}


(2)
{
  "formula": "C19H55AgN8O7",
  "method": "the ωB97M-V functional and the def2-TZVPD basis",
  "total_charge": 0,
  "gap_ev": 3.29,
  "energy_ev": -50837.00072,
  "mol_weight_g_mol": 615.57,
  "species": ["C", "H", "H", "H", "H", "H", "N", "O", "C", "N", "H", "C", "C", "C", "H", "O", "H", "H", "H", "C", "O", "H", "C", "H", "H", "H", "C", "H", "N", "C", "H", "C", "O", "H", "H", "H", "H", "C", "N", "H", "C", "H", "N", "H", "H", "H", "H", "H", "H", "H", "H", "C", "H", "O", "H", "H", "H", "H", "H", "C", "H", "H", "H", "N", "H", "Ag", "N", "H", "H", "H", "H", "O", "H", "O", "C", "C", "H", "H", "H", "C", "H", "N", "H", "H", "H", "H", "C", "H", "H", "C"],
  "coordinates": [[-5.875, -2.469, 4.241], [-3.573, 3.326, 2.311], [8.735, 3.354, 0.468], [1.574, -5.644, -4.735], [9.117, 4.853, -0.328], [2.827, -8.596, -6.944], [-2.529, 3.890, -4.903], [-7.159, -1.140, 5.872], [-1.677, 4.313, 4.472], [3.888, 0.030, -6.823], [4.201, 0.292, -7.747], [4.946, 4.584, 1.410], [1.565, -7.182, -3.290], [-3.136, 3.382, -5.878], [-2.421, 4.290, 5.267], [-1.466, 2.906, 4.312], [-4.124, 5.025, 2.008], [4.668, -2.280, -4.834], [-1.979, 3.265, -4.331], [8.596, 4.434, 0.533], [0.110, -0.069, -2.423], [0.860, 0.329, -0.542], [-0.877, 2.317, 5.471], [-1.771, 4.007, 1.595], [1.381, -6.294, -1.422], [-5.826, -3.304, 4.939], [-0.032, 0.411, -1.162], [0.023, -8.540, -4.253], [4.089, 3.984, 2.438], [2.698, -8.132, -5.966], [-3.438, 1.562, -6.628], [6.420, 4.259, 1.488], [7.289, 4.990, 0.561], [1.154, -8.081, -1.305], [6.434, 3.178, 1.347], [3.407, -8.466, -5.208], [2.938, -7.095, -6.200], [-2.310, 4.952, 3.223], [1.074, -5.935, -3.908], [-0.258, 1.465, -1.326], [-7.192, -2.058, 6.956], [-0.095, -7.226, -1.898], [4.213, -1.519, -5.318], [5.370, 6.589, 2.119], [1.519, -9.383, -3.759], [-6.837, -3.618, 2.894], [-4.446, -1.497, 2.945], [9.133, 4.795, 1.410], [3.124, 3.821, 2.186], [-2.871, 4.823, -4.719], [-6.283, -2.094, 7.556], [-6.001, -1.184, 5.095], [-1.033, 1.243, 5.365], [-3.836, 4.011, -6.600], [-0.499, 4.941, 2.288], [6.748, 4.403, 2.518], [4.827, 6.709, 0.594], [3.094, 0.332, -6.277], [4.430, 3.063, 2.677], [1.111, -8.483, -4.220], [-7.478, -3.005, 6.497], [3.387, -1.126, -4.889], [-2.230, 1.678, -5.319], [-6.970, -2.734, 3.366], [4.492, 4.351, 0.447], [-2.642, -3.232, -4.030], [-1.480, 4.855, 2.061], [-0.975, 0.066, -0.736], [-4.286, 4.256, 3.511], [-4.569, -3.367, 2.733], [0.167, 2.554, 5.677], [5.888, -0.810, -6.665], [-7.869, -2.797, 3.821], [1.401, -8.477, -5.605], [0.995, -7.189, -1.911], [-3.589, 4.352, 2.678], [1.245, -5.140, -3.309], [2.647, -7.206, -3.161], [-5.186, -1.126, 5.816], [4.747, -0.792, -6.308], [3.584, 6.341, 1.819], [-2.856, 2.092, -5.994], [-7.940, -1.555, 7.569], [-0.823, 4.786, 4.958], [-1.452, 2.570, 6.362], [-2.446, 5.965, 3.603], [4.603, 6.134, 1.493], [-3.805, -2.467, 4.110], [-5.973, -0.330, 4.417], [-4.608, -2.486, 3.373]]
}


(3)
{
  "formula": "C19H55N17O11",
  "method": "the ωB97M-V functional and the def2-TZVPD basis",
  "total_charge": -2,
  "gap_ev": 5.24,
  "energy_ev": -68456.48490,
  "mol_weight_g_mol": 697.76,
  "species": ["H", "N", "N", "N", "H", "H", "H", "H", "N", "C", "N", "N", "H", "C", "O", "H", "H", "H", "H", "N", "O", "H", "H", "N", "H", "H", "H", "H", "H", "H", "C", "H", "O", "H", "H", "C", "O", "H", "C", "H", "O", "H", "H", "C", "C", "O", "C", "H", "H", "H", "O", "O", "C", "O", "H", "O", "N", "H", "C", "H", "C", "C", "H", "N", "H", "H", "N", "H", "C", "C", "H", "H", "H", "H", "H", "H", "C", "C", "H", "N", "H", "H", "O", "H", "C", "H", "H", "H", "N", "H", "H", "H", "N", "N", "H", "H", "N", "C", "C", "H", "N", "H"],
  "coordinates": [[-0.367, -4.645, -1.764], [-3.745, 4.170, 4.066], [5.061, 1.080, -2.891], [-2.907, 0.200, -2.762], [-1.357, -4.588, 1.723], [-3.205, -0.009, -1.827], [-0.612, 1.198, -4.784], [2.885, -0.098, 2.782], [1.570, -4.412, 0.061], [4.196, 1.947, -2.266], [-2.343, -0.459, 3.643], [-0.052, 1.956, -4.424], [1.048, -7.706, -0.547], [0.986, -3.221, 0.700], [-2.764, 5.192, -0.691], [-2.308, -0.651, 4.624], [-1.932, 2.224, 2.271], [-2.086, -0.315, 1.161], [0.141, -2.850, 2.643], [-4.345, 4.902, -2.290], [0.106, 2.732, -1.505], [-0.556, -1.651, 0.449], [4.803, 0.353, -3.530], [-2.774, 2.495, 2.796], [-1.059, -3.192, -0.126], [4.506, 3.323, 0.304], [-3.086, -1.654, 0.776], [3.031, -4.551, -1.147], [-4.908, 4.205, -2.746], [1.512, 4.683, -4.888], [2.071, -2.148, 0.855], [-2.780, 3.181, -3.125], [0.596, 2.873, -6.416], [4.101, 3.018, 1.932], [-2.783, 1.150, -3.057], [2.891, 4.412, 0.920], [2.272, 0.418, 5.291], [1.962, 3.817, 2.700], [0.587, -3.686, 2.093], [-4.865, 5.570, -1.746], [2.836, 5.192, -0.016], [1.069, -6.428, 1.871], [-3.694, 5.117, 4.388], [-0.505, -5.444, -1.037], [-2.784, 3.831, 3.121], [-0.007, 1.996, 1.479], [0.227, -6.015, 1.306], [-1.492, 3.241, -1.988], [0.109, 1.692, 3.367], [1.102, 0.530, 0.585], [-1.465, -0.567, -4.347], [-2.055, 4.675, 2.651], [-3.015, -1.265, 2.776], [4.577, 2.835, -1.520], [-0.695, -6.356, -1.611], [-3.722, -2.200, 3.149], [-2.427, 3.602, -2.282], [0.978, 4.683, 1.592], [0.125, 1.060, 0.470], [-1.028, 1.052, -1.343], [1.553, -6.741, -0.638], [-3.144, 4.572, -1.665], [-4.558, 3.603, 4.209], [-2.227, -1.998, -2.771], [2.170, 2.208, -2.025], [1.504, -3.887, 2.654], [1.893, 4.364, 1.863], [2.453, -1.948, -0.149], [-0.371, -4.867, 2.109], [0.707, -5.605, -0.099], [0.118, 1.635, 5.161], [6.045, 1.259, -2.822], [-0.514, -6.818, 1.217], [0.662, 0.734, -1.615], [1.882, -6.632, -1.673], [2.713, 1.198, -3.405], [-2.182, -0.773, -3.373], [-0.015, 1.429, -1.063], [-3.403, 1.865, 3.250], [2.092, 0.473, 3.001], [-2.874, -2.193, -2.028], [-1.738, -2.781, -3.159], [2.182, -4.103, -1.176], [-1.438, -5.289, -0.492], [1.661, 0.709, 4.260], [-0.576, -5.167, 3.140], [1.263, 3.824, -3.434], [1.618, 0.917, 2.215], [-2.769, -0.997, 1.462], [2.964, -2.542, 1.352], [0.018, -2.222, -1.052], [-0.647, 0.261, 0.601], [1.210, 3.838, -4.444], [3.949, 3.575, 1.112], [1.673, -1.267, 1.347], [2.477, -6.870, -0.057], [2.889, 1.783, -2.611], [-0.175, -2.558, -0.029], [0.586, 2.877, -5.178], [-1.724, 0.249, 3.277], [0.441, 1.328, 4.263], [0.009, 2.063, -3.407]]
}